Entry 1:
ORCA calculation (ωB97M-V/def2-TZVPD) on 10 unconnected molecules or ions with the total composition C19H41NO38PS9.

Structure (ORCA input):
```
! wB97M-V def2-TZVPD RIJCOSX def2/J DEFGRID3
* xyz -1 1
C -0.71354 5.47685 3.57535
P 0.53332 5.21509 2.10374
N 1.69125 6.38030 2.13790
O -0.38074 5.37263 0.59537
O 1.26527 3.60162 2.18836
H -1.71902 5.01957 3.17817
H -0.93595 6.63025 3.72024
H 2.64426 5.94319 2.20794
H -1.03314 6.15050 0.72572
H 0.56263 2.89437 2.06389
C 0.37949 0.43323 4.00487
C -0.23798 -0.48301 5.05794
O -1.45982 0.14915 5.43243
S -2.06284 0.94327 4.14163
O -3.05621 0.09888 3.51605
O -2.32222 2.31101 4.52688
O -0.71566 0.90892 3.22412
H 0.86641 1.29637 4.47011
H 1.09946 -0.09207 3.37164
H 0.41045 -0.61452 5.92743
H -0.48097 -1.46306 4.63393
C -2.62815 -0.11009 -1.15802
C -2.00152 1.27720 -1.04619
O -0.69198 1.05452 -0.52821
S -0.14610 -0.38442 -1.06849
O 0.69151 -0.14477 -2.22265
O 0.28407 -1.16575 0.06768
O -1.57527 -0.97021 -1.59025
H -2.97856 -0.46403 -0.18309
H -3.45620 -0.13274 -1.87153
H -2.56931 1.93885 -0.38771
H -1.90000 1.74434 -2.03148
C -3.10233 5.72602 -2.78969
C -4.40096 6.05172 -3.52265
O -4.97319 4.78699 -3.84791
S -4.57800 3.71218 -2.68643
O -5.68445 3.62207 -1.75971
O -3.98290 2.55666 -3.31653
O -3.39544 4.58655 -1.98292
H -2.31079 5.45022 -3.49393
H -2.76053 6.55672 -2.16649
H -4.23240 6.64252 -4.42614
H -5.10119 6.58073 -2.86756
C 2.42847 -3.87452 0.75511
C 3.77355 -4.52460 1.06795
O 4.04228 -4.19043 2.42770
S 2.62984 -4.08607 3.23674
O 2.40590 -5.34210 3.91746
O 2.58074 -2.80766 3.90731
O 1.64607 -4.02917 1.93795
H 2.54412 -2.80333 0.56087
H 1.93010 -4.34609 -0.09608
H 4.57266 -4.16254 0.41671
H 3.71062 -5.61545 0.99442
C 6.70887 -2.29866 -2.74142
C 5.41025 -1.97296 -3.47437
O 4.83801 -3.23769 -3.79963
S 5.23320 -4.31250 -2.63815
O 4.12676 -4.40261 -1.71143
O 5.82830 -5.46801 -3.26825
O 6.41576 -3.43813 -1.93464
H 7.50041 -2.57446 -3.44565
H 7.05067 -1.46796 -2.11821
H 5.57880 -1.38216 -4.37787
H 4.71001 -1.44395 -2.81928
C 0.48986 -0.79964 10.83789
C 0.61998 -1.53241 9.50529
O -0.28492 -0.86972 8.62508
S -0.36628 0.70637 9.03711
O 0.52505 1.44573 8.17108
O -1.75459 1.05885 9.22350
O 0.33805 0.57849 10.50185
H -0.40736 -1.11945 11.37757
H 1.36687 -0.94242 11.47487
H 0.37109 -2.59313 9.58718
H 1.62949 -1.42642 9.09421
C 0.93580 -5.58408 6.92326
C 2.28088 -6.23416 7.23611
O 2.54961 -5.89999 8.59585
S 1.13717 -5.79563 9.40490
O 0.91323 -7.05166 10.08562
O 1.08807 -4.51722 10.07547
O 0.15340 -5.73873 8.10610
H 1.05145 -4.51289 6.72902
H 0.43743 -6.05564 6.07207
H 3.07999 -5.87210 6.58487
H 2.21795 -7.32501 7.16257
C -3.93303 -0.07248 -5.98950
C -2.90501 1.04580 -6.13904
O -2.00416 0.59225 -7.14678
S -2.82340 -0.33050 -8.21345
O -3.17884 0.49611 -9.34549
O -2.13663 -1.59425 -8.34639
O -4.16162 -0.55930 -7.31084
H -3.53517 -0.89565 -5.38731
H -4.86761 0.28241 -5.54690
H -2.37126 1.24822 -5.20743
H -3.37511 1.96802 -6.49660
C -0.37491 3.62975 -12.35324
C -1.57882 2.94333 -12.99289
O -1.69205 1.68912 -12.32436
S -1.18512 1.86224 -10.78375
O -2.34716 2.05847 -9.94573
O -0.18285 0.85695 -10.51682
O -0.44117 3.30135 -10.96654
H 0.56367 3.23239 -12.75290
H -0.39735 4.71425 -12.48975
H -1.45218 2.79708 -14.06822
H -2.49859 3.50847 -12.80856
*
```

Values from the calculation:
max |F| = 7.17 eV/A
E_LUMO = 1.447 eV
highest occupied orbital energy = -2.69 eV

Entry 2:
ORCA calculation (ωB97M-V/def2-TZVPD) on a molecular structure, C35H43ClP2Si2Tm.

Structure (ORCA input):
```
! wB97M-V def2-TZVPD RIJCOSX def2/J DEFGRID3
* xyz 1 3
C -2.13484 -0.78640 5.47239
C -2.91351 -0.11236 4.47719
C -2.90435 -0.92247 3.29521
H -3.47687 0.80664 4.61383
C -2.12903 -2.09539 3.56361
C -1.64678 -2.01056 4.90684
H -1.09302 -2.78487 5.43566
H -2.02435 -0.47796 6.51288
H -3.45906 -0.73166 2.38665
H -1.99977 -2.92661 2.88364
Tm -0.74512 -0.25915 3.70186
Si 2.47782 0.19796 -5.00780
C 1.53536 1.69138 -5.54847
C 1.98952 2.48412 -6.61650
H 2.90831 2.20850 -7.13977
C 1.25697 3.61215 -7.01115
H 1.60720 4.22650 -7.84489
C 0.07715 3.95949 -6.33736
H -0.48564 4.84907 -6.63718
C -0.37753 3.16783 -5.27454
H -1.30644 3.42128 -4.75385
C 0.35263 2.04314 -4.87208
H 0.00093 1.43167 -4.03755
C 1.60073 -1.33813 -5.54392
C 0.40844 -1.29564 -6.29095
H -0.00544 -0.33760 -6.61383
C -0.25785 -2.48371 -6.62231
H -1.19282 -2.43620 -7.18647
C 0.27355 -3.72292 -6.24293
H -0.24592 -4.64833 -6.51161
C 1.48091 -3.77098 -5.53262
H 1.90666 -4.73736 -5.25153
C 2.14498 -2.58750 -5.18809
H 3.08882 -2.62317 -4.63977
H 2.63430 0.23587 -3.54816
Si -0.59510 0.02064 0.74186
C -1.25904 -1.59261 0.06464
C -2.34068 -1.61073 -0.82829
H -2.79761 -0.67247 -1.14312
C -2.81631 -2.83671 -1.31848
H -3.65815 -2.83627 -2.01512
C -2.21729 -4.03502 -0.93047
H -2.58476 -4.98859 -1.32753
C -1.13171 -4.01634 -0.04628
H -0.65689 -4.94959 0.25665
C -0.64128 -2.79858 0.43809
H 0.23032 -2.77756 1.09765
C -1.64058 1.41146 0.05980
C -2.83523 1.73478 0.73604
H -3.09302 1.24797 1.67981
C -3.70991 2.68135 0.19740
H -4.65410 2.88383 0.70795
C -3.38833 3.34961 -0.98657
H -4.09087 4.07118 -1.41652
C -2.16979 3.08470 -1.62072
H -1.89590 3.61705 -2.53225
C -1.28874 2.13233 -1.09505
H -0.33072 1.95991 -1.58489
H 3.80524 0.22005 -5.64788
Cl 1.28006 0.23465 -0.14467
C 3.34767 -2.22950 3.02718
P 1.94021 -1.19163 3.47000
C 1.86462 -1.48382 5.28815
C 2.76706 0.46897 3.40227
C 1.86349 1.69007 3.26287
P 0.52433 2.42749 4.61549
C 1.90421 3.29004 5.43951
C -0.10999 1.78113 6.34146
H 3.07453 -3.28202 3.15958
H 4.21803 -2.01432 3.66803
H 3.62302 -2.05917 1.97945
H 1.23247 -0.75877 5.81620
H 1.45386 -2.49014 5.44772
H 2.89053 -1.44254 5.67036
H 3.47709 0.55618 4.24271
H 3.37837 0.40972 2.48056
H 2.52943 2.55510 3.11210
H 1.22730 1.61241 2.36298
H 1.79884 3.28336 6.52874
H 2.81314 2.72906 5.17360
H 2.01129 4.34039 5.11354
H 0.29006 0.78298 6.57040
H 0.22564 2.49474 7.11440
H -1.21072 1.74861 6.37424
*
```

Values from the calculation:
max |F| = 7.55 eV/A
ΔE to the lowest compared entry with this formula, charge and spin = 305.9 kJ/mol
E_LUMO (alpha / beta) = -3.489 / -3.429 eV
highest occupied orbital energy (alpha / beta) = -10.01 / -10.00 eV

Entry 3:
ORCA calculation (ωB97M-V/def2-TZVPD) on 2 unconnected molecules or ions with the total composition C2H10N3OP.

Structure (ORCA input):
```
! wB97M-V def2-TZVPD RIJCOSX def2/J DEFGRID3
* xyz 0 1
C 1.52482 0.67337 1.15591
C 1.19998 -0.96436 -0.68045
N -2.76100 0.33838 -0.60825
N 0.59457 1.35943 -0.83853
N 1.43829 0.45627 -0.26058
O -1.70596 -0.87699 1.32223
P -1.71104 0.65684 0.72618
H 1.57877 1.77409 1.47064
H 0.65522 0.31469 1.52959
H 2.49502 0.38538 1.47711
H 1.40866 -1.13912 -1.80129
H 1.94762 -1.50892 -0.04448
H 0.22125 -1.32768 -0.30247
H -2.42373 -0.60164 -1.07924
H -2.45002 1.01492 -1.26555
H 0.36848 0.98320 -1.77067
H -2.38092 -1.53785 0.96985
*
```

Values from the calculation:
max |F| = 4.29 eV/A
ΔE to the lowest compared entry with this formula, charge and spin = 545.1 kJ/mol
E_LUMO (alpha / beta) = 0.531 / 0.592 eV
highest occupied orbital energy (alpha / beta) = -7.37 / -6.57 eV

Entry 4:
ORCA calculation (ωB97M-V/def2-TZVPD) on 6 unconnected molecules or ions with the total composition C2H15NO5.

Structure (ORCA input):
```
! wB97M-V def2-TZVPD RIJCOSX def2/J DEFGRID3
* xyz 0 1
C 3.24536 2.10719 1.91116
C 3.72647 -0.26502 2.30005
N 3.44292 0.72726 1.58756
H 3.85576 2.58834 2.68525
H 2.22730 2.39733 2.10486
H 3.54626 2.64510 0.98502
H 3.97598 -1.18166 1.75483
H 3.96567 -0.27367 3.36448
H 1.38439 0.99314 -1.35353
H 0.68514 1.52548 -0.12782
O 0.62092 1.50451 -1.08147
H -1.42653 -2.23458 0.96643
H 0.03082 -2.37928 1.25805
O -0.65708 -1.71214 1.21059
H -1.52149 1.95782 -3.27568
H -0.63054 1.36308 -2.08794
O -1.30189 1.16553 -2.78995
H -4.31208 -3.26360 -0.08398
H -3.69279 -2.09800 -0.79548
O -3.75182 -2.50348 0.08735
H -2.57932 -0.07835 -2.25299
H -3.92749 -0.47807 -2.80203
O -3.32217 -0.70769 -2.08024
*
```

Values from the calculation:
max |F| = 1.73 eV/A
SMILES = C=NC.O.O.O.O.O
ΔE to the lowest compared entry with this formula, charge and spin = 132.1 kJ/mol
E_LUMO = 0.717 eV
highest occupied orbital energy = -9.47 eV

Look up the max |F| of the fourth one. 1.73 eV/A